{"formula": "C34H54ClN2O6W", "method": "wB97M-V/def2-TZVPD", "elements": ["W", "C", "N", "C", "C", "C", "N", "C", "C", "C", "C", "C", "C", "C", "O", "C", "C", "C", "C", "C", "C", "C", "C", "C", "C", "C", "C", "C", "C", "C", "O", "C", "C", "C", "C", "C", "C", "C", "C", "H", "H", "H", "H", "H", "H", "H", "H", "H", "H", "H", "H", "H", "H", "H", "H", "H", "H", "H", "H", "H", "H", "H", "H", "H", "H", "H", "H", "H", "H", "H", "H", "H", "H", "H", "H", "H", "H", "H", "H", "H", "H", "H", "H", "H", "H", "H", "H", "H", "H", "H", "H", "H", "H", "O", "Cl", "O", "O", "O"], "xyz": [[0.155, 0.934, -1.968], [0.709, 0.202, -4.818], [-0.421, 0.053, -3.882], [-1.540, 0.887, -4.367], [-0.815, -1.380, -3.798], [-0.320, -1.970, -2.473], [-0.671, -1.055, -1.363], [-0.056, -1.487, -0.081], [1.456, -1.543, 0.020], [1.977, -2.294, 1.060], [3.338, -2.331, 1.330], [4.166, -1.591, 0.493], [3.707, -0.832, -0.572], [2.312, -0.797, -0.818], [1.764, -0.130, -1.827], [4.666, 0.052, -1.364], [4.454, -0.104, -2.876], [6.138, -0.235, -1.056], [4.377, 1.497, -0.937], [3.854, -3.141, 2.508], [5.360, -2.971, 2.720], [3.560, -4.628, 2.263], [3.148, -2.679, 3.792], [-2.148, -1.124, -1.154], [-2.665, -0.231, -0.058], [-3.555, -0.705, 0.892], [-4.146, 0.160, 1.802], [-3.804, 1.510, 1.715], [-2.919, 2.032, 0.790], [-2.314, 1.132, -0.119], [-1.425, 1.485, -1.036], [-2.573, 3.513, 0.771], [-1.127, 3.647, 1.270], [-3.465, 4.354, 1.691], [-2.725, 4.074, -0.650], [-5.176, -0.280, 2.830], [-5.414, -1.793, 2.821], [-4.711, 0.121, 4.238], [-6.501, 0.424, 2.500], [0.435, -0.144, -5.820], [1.563, -0.373, -4.454], [1.009, 1.251, -4.884], [-1.886, 0.561, -5.356], [-1.219, 1.933, -4.436], [-2.376, 0.848, -3.662], [-0.394, -1.946, -4.633], [-1.902, -1.458, -3.869], [0.771, -2.069, -2.497], [-0.761, -2.962, -2.307], [-0.439, -2.486, 0.180], [-0.430, -0.781, 0.679], [1.295, -2.853, 1.680], [5.222, -1.602, 0.680], [4.564, -1.147, -3.170], [5.193, 0.488, -3.413], [3.469, 0.255, -3.164], [6.390, -1.277, -1.230], [6.378, 0.029, -0.028], [6.759, 0.377, -1.706], [3.351, 1.766, -1.182], [5.050, 2.188, -1.434], [4.504, 1.599, 0.140], [5.924, -3.312, 1.856], [5.672, -3.566, 3.574], [5.608, -1.933, 2.927], [4.053, -4.963, 1.354], [2.493, -4.808, 2.165], [3.931, -5.219, 3.096], [3.298, -1.613, 3.945], [3.559, -3.210, 4.646], [2.080, -2.874, 3.759], [-2.425, -2.164, -0.939], [-2.643, -0.819, -2.081], [-3.795, -1.756, 0.898], [-4.264, 2.191, 2.406], [-1.066, 3.322, 2.308], [-0.802, 4.682, 1.213], [-0.446, 3.031, 0.682], [-3.319, 4.092, 2.736], [-4.516, 4.246, 1.431], [-3.196, 5.401, 1.577], [-2.063, 3.576, -1.355], [-2.486, 5.135, -0.660], [-3.750, 3.951, -0.994], [-4.503, -2.332, 3.071], [-5.780, -2.128, 1.854], [-6.165, -2.041, 3.566], [-3.752, -0.340, 4.465], [-5.436, -0.214, 4.975], [-4.607, 1.198, 4.335], [-6.818, 0.170, 1.491], [-6.400, 1.503, 2.566], [-7.279, 0.115, 3.193], [1.152, 2.605, -0.770], [1.163, 3.192, -2.076], [1.772, 4.431, -2.087], [1.798, 2.256, -2.963], [-0.187, 3.228, -2.564]], "atomic_forces_ev_per_a": [[-1.2, -2.3, 0.4], [0.7, 0.2, -0.4], [-0.2, -0.1, 0.2], [-0.6, 0.5, -0.2], [-0.1, -0.6, 0.5], [0.2, -0.1, -0.4], [0.3, -0.1, 0.4], [0.2, 0.0, 0.6], [0.2, 0.4, -0.6], [0.1, 0.1, -0.1], [-0.1, 0.1, -0.1], [-0.1, -0.1, 0.1], [-0.5, 0.4, -0.5], [0.5, -1.8, 2.1], [-1.3, 2.1, -1.4], [0.0, 0.1, -0.1], [-0.1, 0.1, 0.1], [-0.3, 0.0, 0.0], [-0.2, -0.1, 0.0], [0.1, -0.1, 0.2], [-0.2, 0.0, -0.1], [0.1, 0.2, 0.0], [0.1, 0.0, -0.2], [-0.4, 0.4, 0.2], [0.3, 0.6, -0.4], [0.0, 0.1, 0.0], [0.1, 0.0, -0.1], [-0.1, -0.3, -0.1], [0.5, 0.1, -0.6], [-1.6, -1.4, 1.8], [1.6, 0.4, -2.2], [0.1, 0.2, 0.0], [0.0, -0.2, -0.2], [0.1, -0.2, -0.1], [0.1, -0.2, 0.0], [-0.2, -0.1, 0.1], [0.1, 0.3, 0.0], [0.0, -0.1, -0.2], [0.2, -0.1, 0.0], [-0.1, 0.0, 0.2], [-0.1, 0.0, 0.0], [-0.1, -0.2, 0.0], [0.1, -0.1, 0.2], [0.0, -0.3, 0.0], [0.1, -0.1, -0.1], [0.0, 0.1, 0.1], [0.1, 0.1, 0.0], [-0.3, -0.1, 0.0], [0.1, 0.2, 0.0], [-0.1, 0.2, -0.1], [0.1, -0.3, -0.3], [-0.2, -0.1, 0.1], [0.2, 0.0, 0.0], [0.0, -0.1, -0.1], [0.1, 0.0, -0.1], [0.1, -0.1, -0.1], [0.1, -0.2, 0.0], [0.1, 0.0, 0.1], [0.1, 0.1, 0.0], [0.2, 0.0, 0.1], [0.1, 0.1, -0.1], [0.0, 0.1, 0.1], [0.1, 0.0, -0.1], [0.0, -0.1, 0.1], [0.1, 0.1, 0.0], [0.0, -0.1, -0.1], [-0.1, -0.1, 0.0], [0.0, -0.1, 0.1], [0.0, 0.1, 0.1], [0.0, -0.1, 0.1], [-0.2, 0.0, 0.0], [0.1, 0.1, -0.1], [0.1, -0.1, 0.0], [0.0, -0.2, 0.0], [-0.1, 0.1, 0.1], [0.0, 0.0, 0.1], [0.1, 0.2, 0.0], [-0.1, 0.2, 0.1], [-0.1, 0.0, 0.2], [-0.1, 0.0, 0.0], [0.0, 0.1, 0.0], [-0.2, 0.2, 0.1], [0.0, 0.1, 0.0], [-0.1, 0.0, 0.0], [0.1, -0.1, 0.0], [0.0, -0.1, -0.1], [-0.1, 0.0, 0.1], [0.1, 0.0, 0.1], [-0.1, 0.0, 0.1], [0.0, 0.1, 0.0], [-0.1, 0.0, -0.1], [0.0, 0.1, 0.0], [-0.1, 0.0, 0.1], [0.2, -1.1, 2.0], [1.2, 3.9, -1.1], [0.5, 1.0, 0.1], [0.6, -1.4, -0.5], [-1.2, -0.4, 0.0]], "lowdin_charge": [1.744, -0.058, -0.370, -0.059, -0.134, -0.128, -0.251, -0.096, -0.113, 0.014, -0.148, 0.044, -0.069, -0.247, -0.258, -0.524, -0.030, -0.053, -0.021, -0.556, -0.057, -0.037, -0.041, -0.099, -0.145, 0.031, -0.147, 0.040, -0.069, -0.241, -0.238, -0.525, -0.019, -0.054, -0.028, -0.555, -0.061, -0.037, -0.035, 0.115, 0.096, 0.093, 0.116, 0.095, 0.096, 0.138, 0.121, 0.129, 0.148, 0.145, 0.148, 0.119, 0.090, 0.097, 0.091, 0.045, 0.093, 0.087, 0.090, 0.039, 0.098, 0.102, 0.087, 0.089, 0.091, 0.091, 0.077, 0.088, 0.093, 0.088, 0.075, 0.142, 0.122, 0.111, 0.099, 0.096, 0.096, 0.050, 0.085, 0.093, 0.091, 0.044, 0.093, 0.096, 0.087, 0.084, 0.089, 0.091, 0.089, 0.078, 0.092, 0.079, 0.089, -0.341, 0.633, -0.161, -0.348, -0.324], "de_lowest_kcal_mol": 27.3, "homo_energy_ha": [-0.3961, -0.3948], "charge": 1, "spin_multiplicity": 1, "lumo_energy_ev": [-3.77, -3.76]}

{"formula": "C34H54ErN3O4", "method": "wB97M-V/def2-TZVPD", "elements": ["Er", "C", "N", "C", "C", "C", "N", "C", "C", "C", "C", "C", "C", "C", "O", "C", "C", "C", "C", "C", "C", "C", "C", "C", "C", "C", "C", "C", "C", "C", "O", "C", "C", "C", "C", "C", "C", "C", "C", "H", "H", "H", "H", "H", "H", "H", "H", "H", "H", "H", "H", "H", "H", "H", "H", "H", "H", "H", "H", "H", "H", "H", "H", "H", "H", "H", "H", "H", "H", "H", "H", "H", "H", "H", "H", "H", "H", "H", "H", "H", "H", "H", "H", "H", "H", "H", "H", "H", "H", "H", "H", "H", "H", "O", "N", "O"], "xyz": [[0.782, 1.056, -1.997], [3.555, -0.620, -2.686], [3.316, 0.670, -1.985], [4.152, 1.675, -2.687], [3.792, 0.630, -0.580], [2.842, -0.021, 0.425], [1.507, 0.575, 0.335], [0.500, -0.406, 0.729], [0.538, -1.774, 0.096], [0.743, -2.788, 1.018], [0.627, -4.107, 0.658], [0.428, -4.368, -0.725], [0.316, -3.318, -1.685], [0.289, -2.000, -1.221], [0.040, -0.966, -2.046], [0.089, -3.588, -3.183], [-1.325, -3.238, -3.505], [0.335, -5.060, -3.500], [1.129, -2.772, -4.050], [0.826, -5.232, 1.675], [0.012, -4.916, 2.940], [0.304, -6.540, 1.116], [2.350, -5.330, 1.968], [1.412, 1.805, 1.220], [0.017, 2.414, 1.311], [-0.607, 2.457, 2.566], [-1.860, 3.081, 2.727], [-2.400, 3.699, 1.582], [-1.758, 3.754, 0.327], [-0.608, 2.962, 0.193], [-0.055, 2.656, -1.004], [-2.412, 4.483, -0.813], [-2.956, 3.465, -1.803], [-3.593, 5.402, -0.380], [-1.380, 5.311, -1.589], [-2.527, 3.140, 4.096], [-3.981, 2.646, 3.931], [-1.954, 2.240, 5.179], [-2.392, 4.606, 4.561], [4.609, -0.743, -2.928], [3.112, -0.551, -3.673], [3.185, -1.415, -2.045], [5.150, 1.505, -2.329], [3.818, 2.675, -2.535], [4.086, 1.497, -3.743], [3.925, 1.673, -0.257], [4.782, 0.253, -0.526], [3.249, 0.012, 1.429], [2.715, -1.157, 0.236], [-0.500, 0.019, 0.507], [0.438, -0.522, 1.826], [0.988, -2.508, 1.985], [0.457, -5.413, -0.990], [-1.941, -3.986, -2.951], [-1.577, -3.277, -4.548], [-1.586, -2.243, -3.188], [-0.306, -5.804, -2.964], [1.364, -5.305, -3.210], [0.250, -5.203, -4.569], [0.950, -1.685, -3.865], [0.962, -2.831, -5.135], [2.173, -2.968, -3.780], [-1.032, -4.680, 2.701], [0.313, -4.005, 3.509], [0.103, -5.757, 3.597], [-0.710, -6.522, 0.743], [0.361, -7.335, 1.961], [0.897, -6.886, 0.286], [2.753, -4.598, 2.608], [2.939, -5.434, 1.043], [2.432, -6.234, 2.552], [2.138, 2.489, 0.781], [1.710, 1.462, 2.218], [-0.023, 2.064, 3.403], [-3.340, 4.186, 1.707], [-3.725, 2.808, -1.363], [-2.160, 2.814, -2.215], [-3.423, 4.042, -2.595], [-4.371, 4.892, 0.039], [-3.907, 5.835, -1.347], [-3.352, 6.215, 0.268], [-0.705, 4.642, -2.098], [-0.767, 5.920, -0.861], [-1.879, 5.966, -2.303], [-3.933, 1.582, 3.685], [-4.465, 3.209, 3.127], [-4.525, 2.817, 4.866], [-1.937, 1.132, 5.039], [-2.566, 2.342, 6.082], [-0.941, 2.528, 5.444], [-2.802, 5.195, 3.769], [-1.312, 4.871, 4.629], [-2.823, 4.853, 5.526], [1.286, 2.108, -4.281], [0.095, 2.079, -4.677], [-0.725, 1.694, -3.802]], "atomic_forces_ev_per_a": [[-0.2, 0.0, -1.3], [0.0, 0.7, 0.4], [0.0, 0.0, 0.0], [-0.6, -0.8, 0.1], [-1.0, 1.1, 0.5], [-0.1, -2.0, -1.3], [0.1, 0.1, 0.1], [-2.0, 0.1, 0.2], [0.6, 0.9, 2.4], [-0.5, -0.7, -1.8], [0.0, -0.5, -1.3], [0.4, 1.4, 0.4], [-0.2, -1.6, 0.3], [-0.2, 0.3, -1.5], [0.5, 0.6, 0.6], [1.7, -0.2, -0.1], [-1.2, -0.5, 0.7], [0.3, -0.6, 0.6], [-0.9, 1.4, 0.5], [-0.1, 1.5, -0.5], [0.2, 1.3, 0.1], [0.5, -1.7, 1.7], [-1.1, -1.6, -0.6], [-0.7, -0.9, -0.8], [0.2, -0.2, 1.0], [0.0, 0.6, -0.4], [1.4, -0.9, -0.4], [1.2, -0.2, 0.3], [-0.7, -0.7, 1.4], [0.6, -0.3, -0.8], [-0.2, 0.6, 0.6], [-0.1, 0.2, 0.0], [-0.2, -0.8, -0.2], [2.2, 0.6, -2.5], [0.5, 0.7, 1.3], [-0.6, -0.3, 0.0], [0.3, 0.9, 0.0], [0.6, -0.8, 0.6], [1.0, -0.4, -0.1], [0.4, -0.2, 0.5], [-0.7, -0.3, 0.0], [-0.1, -0.3, -0.4], [0.8, 0.3, -0.1], [-0.2, 0.8, 0.5], [0.1, -0.1, -0.6], [-0.2, 0.0, -0.2], [1.0, -0.9, 0.0], [0.2, 0.3, 0.4], [0.3, 1.8, 0.0], [0.4, 0.1, -0.1], [0.4, 0.0, -0.2], [0.3, 0.4, 1.9], [-0.2, 0.2, -0.5], [0.0, 0.7, -0.5], [0.1, -0.3, -0.7], [-0.1, 0.3, 0.3], [0.2, 0.8, -0.5], [0.0, -0.1, -0.2], [-0.1, -0.2, -0.3], [0.2, -0.9, 0.0], [0.1, -0.7, 0.2], [-0.2, -0.3, -0.2], [0.1, -0.6, -0.1], [0.3, -0.6, -0.5], [-0.3, -0.5, 0.6], [-0.4, 0.3, 0.2], [-0.1, 1.1, -1.5], [0.5, -0.3, -0.2], [0.2, 1.4, 0.4], [-0.2, 0.1, 0.3], [0.5, -0.7, 0.1], [0.0, 0.3, 0.3], [0.1, 0.3, 0.0], [-0.5, 0.0, -0.1], [-0.5, 0.4, -0.1], [0.2, 0.3, 0.0], [-0.5, 0.6, 0.2], [-0.1, -0.2, -0.5], [-2.1, -1.5, 1.0], [-0.3, 0.0, 0.5], [0.6, 0.6, 0.5], [0.2, -0.1, -0.3], [-0.6, -0.3, -0.8], [0.1, 0.0, 0.0], [-0.3, 0.1, 0.0], [-0.2, -0.3, 0.2], [-0.1, -0.2, -0.2], [-0.1, 0.8, -0.6], [0.1, 0.3, 0.0], [0.2, 0.1, 0.1], [-0.4, 0.8, -0.2], [-0.6, -0.2, -0.1], [-0.4, -0.2, 0.1], [0.1, -0.5, 0.7], [-0.4, 0.0, 0.3], [0.7, -0.1, -0.2]], "lowdin_charge": [1.528, -0.064, -0.323, -0.068, -0.177, -0.151, -0.234, -0.147, -0.174, -0.006, -0.167, 0.060, -0.069, -0.316, -0.264, -0.532, -0.044, -0.076, -0.035, -0.554, -0.053, -0.075, -0.027, -0.081, -0.152, 0.022, -0.165, 0.039, -0.083, -0.266, -0.272, -0.537, -0.039, -0.041, -0.038, -0.560, -0.043, -0.088, -0.034, 0.098, 0.086, 0.091, 0.090, 0.088, 0.087, 0.123, 0.116, 0.127, 0.149, 0.146, 0.138, 0.094, 0.081, 0.108, 0.082, 0.077, 0.093, 0.087, 0.080, 0.061, 0.087, 0.077, 0.096, 0.086, 0.068, 0.086, 0.119, 0.070, 0.062, 0.097, 0.072, 0.124, 0.123, 0.111, 0.088, 0.100, 0.064, 0.085, 0.042, 0.092, 0.081, 0.064, 0.111, 0.084, 0.092, 0.072, 0.085, 0.098, 0.083, 0.072, 0.066, 0.101, 0.080, -0.213, -0.201, -0.217], "de_lowest_kcal_mol": 0.0, "homo_energy_ha": [-0.2893, -0.2895], "charge": 0, "spin_multiplicity": 4, "lumo_energy_ev": [0.21, 0.21]}